Entry 1:
This record from the Open Molecules 2025 dataset describes 6 unconnected molecules or ions with the total composition C16H46N2O8. The level of theory is wB97M-V/def2-TZVPD.

Structure (XYZ):
```
72
Properties=species:S:1:pos:R:3:forces:R:3:mulliken_charge:R:1
O -3.79229 -2.53307 -2.85014 -0.088 -0.435 -2.292 -0.567
O -4.44129 -2.46907 -0.16514 4.978 -5.535 -0.499 -0.418
O 1.52171 -5.30007 -2.13314 -7.358 -0.341 2.878 -0.634
O 3.07971 -1.07407 1.68086 -2.320 2.406 -1.012 -0.312
O -2.11829 1.28993 1.24486 -0.424 2.288 0.715 -0.304
O 2.36071 6.27493 4.01086 -1.345 -2.915 3.254 -0.355
O -0.49729 1.38393 -4.05614 0.181 -0.036 -2.148 -0.330
O 0.39271 -2.98707 -1.83114 -0.788 3.817 0.478 -0.626
N 1.53071 -0.39307 -1.61414 -1.876 0.791 2.232 -0.268
N 0.31471 3.21893 3.16786 -1.040 3.110 -1.264 -0.364
C 2.55271 6.81593 5.39686 -1.847 -6.097 1.112 -0.758
C -2.77529 0.14593 1.48086 -2.451 -2.913 -4.308 -0.620
C 0.28771 0.30793 -3.61314 -2.017 -0.547 0.890 -0.488
C -1.25429 1.56793 2.28286 3.312 0.420 -1.148 -0.455
C -0.71529 -3.25507 -0.96914 -0.064 -0.790 -1.466 -0.666
C 0.55071 0.54293 -2.09114 6.307 1.974 -6.460 -1.317
C 2.78271 -5.01607 -2.42014 -4.437 -4.165 -5.726 -0.956
C 2.86471 -1.09007 0.30286 -7.307 -0.373 3.040 -1.113
C -0.51729 2.95093 1.90386 7.475 -8.701 4.407 -0.688
C -4.72129 -3.79807 0.35586 5.475 -0.543 -3.177 -0.971
C 1.70271 -0.09307 -0.14414 1.468 -3.993 -1.274 -0.146
C 0.96971 4.52493 2.84086 -2.852 0.796 5.254 -0.499
C 1.62371 4.95893 4.25086 2.209 1.332 -3.304 -0.495
C -0.77429 1.31093 -5.53014 0.082 1.994 1.229 -0.580
C 3.99571 -1.93607 2.18086 0.518 -3.096 -5.897 -0.770
C -3.46129 -1.19707 -3.16714 2.838 -1.413 1.679 -0.168
H -4.14329 -0.56107 -2.74814 -2.630 1.933 0.100 0.386
H 0.04071 5.23893 2.61986 2.620 -1.123 0.021 0.229
H 3.50471 -2.94107 2.06686 1.158 0.256 0.892 0.290
H -3.49629 0.17093 0.64086 -0.341 -0.214 0.082 0.238
H 3.00871 -5.83907 -3.02914 2.149 -2.491 0.651 0.379
H -3.75229 -4.55207 0.44986 -1.513 2.274 -1.543 0.196
H 0.31071 2.93493 1.15686 -1.429 -0.594 -0.501 0.259
H -0.26929 0.28893 -1.77914 -8.954 -1.919 4.494 0.567
H 2.55871 -2.01407 -0.14614 -0.206 -1.194 0.310 0.374
H 1.65771 6.78893 6.07086 -0.088 0.156 -1.197 0.320
H 2.32071 -0.12907 -2.08114 3.048 0.189 -1.445 0.286
H 4.95171 -1.89507 1.53486 -1.013 -0.355 0.964 0.261
H 1.17671 0.27693 -4.13214 2.369 -0.043 -1.327 0.577
H 2.70271 7.68193 5.03686 2.004 7.019 -0.764 0.328
H 1.06571 2.62293 3.51186 -0.648 -0.853 -1.070 0.281
H -0.65529 -2.52407 -0.25514 -1.277 2.497 1.657 0.111
H -3.96329 -2.52507 -1.92914 -0.405 -0.262 1.574 0.426
H -2.22529 -0.78907 1.02486 -0.445 1.105 2.203 0.181
H -2.63829 -0.95807 -2.39514 0.171 0.113 -1.995 -0.161
H 1.96871 0.93193 -0.03614 -0.464 0.833 0.878 0.578
H -1.53429 1.49693 3.34986 -1.129 0.922 -0.506 0.369
H -0.63029 0.67393 2.23686 1.382 0.198 0.241 0.210
H -5.11329 -1.95107 0.02386 -5.181 3.908 1.505 0.211
H 0.71971 1.63293 -2.09714 0.345 -0.322 0.896 0.421
H 3.25171 6.30293 6.10386 0.454 0.399 -1.399 0.268
H -3.51129 0.12293 2.28886 1.018 -0.441 0.861 0.360
H 2.82571 -4.49207 -3.25014 0.217 4.639 -3.884 0.326
H -4.83429 -3.94707 1.30986 -1.727 0.901 5.792 0.522
H -1.62629 0.57993 -5.67414 1.515 0.271 -0.304 0.206
H 0.23971 1.24893 -6.24514 -2.874 -0.126 2.046 0.237
H -0.27229 -0.62207 -3.88014 0.501 0.164 0.738 0.282
H 1.76171 4.44593 2.16186 0.861 0.259 -1.609 0.315
H 0.52671 -1.91007 -1.69014 0.686 -3.563 -1.120 0.232
H -1.68129 -3.53007 -1.42414 0.311 0.962 -0.229 0.191
H 3.23571 -4.63207 -1.73114 6.186 3.468 7.647 0.398
H -5.40529 -4.36307 -0.14514 -2.050 -0.981 -1.872 0.410
H 2.38371 4.22593 4.62886 -0.507 0.269 -0.615 0.267
H -3.28029 -1.06807 -4.24614 0.192 0.046 0.768 0.145
H 3.62071 -0.80407 -0.16314 7.296 2.507 -3.993 0.726
H -1.23529 3.52293 1.69386 -5.245 5.529 -1.084 0.570
H 0.98071 5.14993 5.05986 -1.502 -0.009 0.550 0.377
H -0.52129 -4.04507 -0.32214 0.830 -2.331 0.818 0.605
H 4.18271 -1.55007 3.05886 1.239 0.886 5.071 0.294
H 0.80471 -0.60007 0.19386 -0.427 1.336 1.194 0.038
H 0.80771 -4.59007 -1.75814 3.906 -1.807 -1.846 0.524
H -1.28229 2.34093 -5.58114 0.971 -1.448 -0.841 0.254
```
Positions in Å, forces in eV/Å.

Summary:
orbital gap	9.07	eV
E_HOMO	-8.622	eV
calculated total energy	-1347.98770	Eh
SMILES	COCCNCCOC.COCCNCCOC.CO.CO.CO.CO
net charge	0
energy above the lowest of the compared OMol25 structures with the same formula, charge and spin	288.4	kcal/mol

Entry 2:
This record from the Open Molecules 2025 dataset describes a molecular structure, C16H46O10S3SiTa. The level of theory is wB97M-V/def2-TZVPD.

Structure (XYZ):
```
77
Properties=species:S:1:pos:R:3:forces:R:3:mulliken_charge:R:1
Ta 0.20580 -0.91032 0.89340 -1.018 -1.726 0.780 0.820
S -9.30322 1.20134 0.93904 0.518 0.304 -0.281 1.198
S 4.01650 -1.54137 4.75197 -0.488 -0.045 -0.743 1.081
S 4.65192 0.50997 -5.06368 -0.303 0.204 0.260 1.196
Si 0.29649 0.83941 -1.02945 0.104 1.092 -0.119 0.230
O 4.82084 0.73439 -3.64220 0.266 -0.462 -1.361 -0.596
O 5.03516 -2.77535 4.44365 -0.869 0.231 0.589 -0.291
O 4.76301 -0.80661 -5.65243 0.156 0.879 0.653 -0.624
O 3.41815 -1.10402 3.50690 1.126 -0.230 1.453 -0.485
O -9.19213 -0.11525 0.35029 -0.086 0.930 0.784 -0.594
O 4.66328 -0.61916 5.65949 -0.303 -0.419 -0.690 -0.625
O -8.33165 2.22439 0.12367 -1.653 -0.397 0.407 -0.256
O 5.62349 1.53303 -5.87905 -0.985 -0.240 0.219 -0.259
O -3.35134 -0.32217 1.88588 0.080 -0.920 2.378 -0.083
O -9.13430 1.42576 2.36052 0.015 -0.464 -1.143 -0.640
C -6.24564 1.02112 -0.19382 0.045 -0.292 0.023 -0.760
C 7.70950 0.32976 -6.19654 0.021 -0.366 0.005 -0.983
C 7.20158 -1.74582 4.06048 0.088 0.327 0.141 -0.980
C -1.43706 1.48614 -1.61598 -0.933 0.993 -0.497 -0.582
C -3.53172 0.39156 3.16205 -0.498 0.879 0.772 -0.592
C -6.94113 2.22373 0.41654 1.384 -0.276 0.129 -0.377
C -1.69361 -1.81086 -0.07795 -1.222 -0.687 -1.143 -0.773
C 2.81001 -2.46867 5.66618 0.107 -0.252 0.000 -0.945
C 6.07133 -2.58258 3.49049 0.750 0.285 -0.599 -0.312
C -3.47694 -1.77976 2.03854 -1.107 -1.324 -0.118 -0.319
C 1.23810 2.42321 -0.35613 -0.108 1.158 -0.443 -0.982
C -10.85055 1.90914 0.43298 0.043 0.194 -0.084 -0.915
C 7.01401 1.53236 -5.58618 0.970 -0.178 0.141 -0.323
C 3.10459 1.21777 -5.56974 0.120 0.142 -0.199 -0.952
C 1.35130 0.17243 -2.51795 0.771 -0.080 -0.544 -0.632
C -2.64542 -2.67080 0.94264 0.158 -0.426 -0.488 -0.538
H 6.87492 -0.72050 4.25434 0.026 -0.133 -0.046 0.295
H 6.45666 -3.57468 3.23076 -0.351 0.037 0.191 0.266
H -2.33293 1.14300 -0.93874 1.768 0.472 -1.411 -0.214
H -6.47147 0.94345 -1.26218 0.056 0.109 0.124 0.319
H 3.02864 2.22989 -5.16715 0.063 -0.191 -0.017 0.317
H 1.24458 2.43083 0.81408 0.313 0.050 -2.312 0.227
H -11.65251 1.28530 0.83233 0.228 -0.021 0.017 0.362
H -6.57914 0.09167 0.27572 0.095 0.121 -0.020 0.270
H -4.53373 1.03440 3.11214 2.028 -1.283 -0.001 0.100
H 7.48367 0.25208 -7.26490 0.060 0.090 0.135 0.252
H 8.04289 -1.70422 3.36185 -0.110 -0.089 0.032 0.380
H 1.27277 -2.13716 0.01111 0.433 -0.012 -0.034 -0.199
H 1.74659 -0.25096 1.69269 -0.094 0.149 -0.326 -0.078
H 1.38880 1.04003 -3.30567 -0.008 -1.747 1.118 -0.040
H -2.35298 -1.02094 -0.67891 1.242 -1.660 1.299 0.090
H 2.29383 2.45757 -0.85949 -1.698 0.054 1.322 0.213
H -3.43950 -3.29851 0.32234 1.506 1.266 1.258 0.278
H -5.16148 1.09344 -0.06349 -0.131 0.022 0.027 0.214
H -10.89433 1.91891 -0.65705 0.068 -0.031 0.146 0.307
H 2.45271 0.01317 -2.08601 -2.374 0.176 -1.129 0.198
H 2.34533 -3.19938 5.00107 0.093 0.190 0.025 0.320
H 2.30263 0.59394 -5.17039 0.273 -0.016 0.065 0.362
H -2.63644 1.13495 3.42052 -1.743 -1.726 -1.008 0.215
H 3.06082 1.22754 -6.65977 0.101 -0.022 0.118 0.378
H 2.05908 -1.76901 6.03814 0.179 0.040 -0.181 0.358
H -10.92650 2.92126 0.83557 0.079 -0.176 -0.056 0.306
H -6.52162 3.13791 -0.01758 -0.418 -0.044 0.047 0.281
H -4.63335 -2.02917 1.88545 2.255 0.436 0.363 0.152
H -6.77366 2.27208 1.49771 -0.175 -0.029 -0.079 0.277
H 7.54918 -2.16040 5.01218 -0.026 -0.021 -0.156 0.253
H -1.31998 -2.58152 -0.90979 -0.737 1.442 1.607 0.264
H 0.01281 -2.09590 2.33905 -0.207 0.035 0.141 -0.333
H 0.63680 3.36912 -0.74111 1.283 -1.663 0.842 0.263
H -0.77193 0.30983 1.88755 0.402 0.323 0.117 -0.353
H -1.42909 2.67839 -1.55242 -0.090 -2.472 -0.479 0.315
H 7.37600 -0.59970 -5.72700 0.039 0.130 -0.043 0.299
H -1.56961 1.11346 -2.72426 -0.174 0.908 2.026 0.255
H 3.30513 -2.96299 6.50325 0.000 0.088 -0.107 0.335
H -3.20434 -2.19074 3.10545 -0.306 1.265 -1.878 0.260
H 8.79366 0.40208 -6.06621 -0.116 0.088 -0.014 0.385
H 5.67382 -2.13869 2.57166 -0.117 -0.013 0.165 0.312
H 7.43352 2.44655 -6.02030 -0.394 -0.039 0.043 0.265
H -3.64970 -0.30377 4.10198 0.280 1.017 -1.984 0.286
H 0.91768 -0.84528 -2.96226 1.070 2.284 0.830 0.325
H -1.94003 -3.46081 1.48911 -1.644 1.804 -0.989 0.240
H 7.18148 1.58071 -4.50501 -0.177 -0.037 -0.070 0.312
```
Positions in Å, forces in eV/Å.

Summary:
orbital gap	6.06	eV
E_HOMO	-4.109	eV
calculated total energy	-2930.32006	Eh
net charge	-1

Entry 3:
This record from the Open Molecules 2025 dataset describes 7 unconnected molecules or ions with the total composition C16H46O12. The level of theory is wB97M-V/def2-TZVPD.

Structure (XYZ):
```
74
Properties=species:S:1:pos:R:3:forces:R:3:mulliken_charge:R:1
O 4.97414 -41.76972 14.04075 0.283 -0.464 -0.454 -0.516
O 2.31533 -44.09154 7.81278 -0.093 0.081 0.103 -0.404
O 5.18061 -44.77764 9.96621 -0.690 -1.164 -7.895 -0.586
O -0.27865 -48.26347 7.04262 0.178 1.057 -0.044 -0.545
O -0.51230 -44.54141 7.20288 -3.429 -2.286 -1.355 -0.442
O 2.39421 -40.45144 8.86002 -0.060 -1.285 0.288 -0.218
O -1.31081 -43.32092 9.84357 1.530 1.558 2.553 -0.516
O 1.71488 -37.89009 3.82445 3.237 0.678 -3.463 -0.589
O -1.69323 -37.29803 4.90262 0.571 0.193 0.861 -0.522
O 1.21417 -44.60316 12.25293 1.543 1.060 -1.521 -0.570
O 3.91195 -38.49462 7.68517 -3.322 -0.242 0.470 -0.571
O 2.46045 -40.55286 11.66700 0.324 0.255 0.259 -0.441
C -0.87747 -45.97862 7.41955 -0.919 4.342 -5.102 -0.579
C 0.19060 -39.43903 9.30936 -1.935 -1.734 -0.888 -1.227
C 5.85168 -38.06352 6.44970 -0.025 0.790 -1.508 -1.285
C 5.20136 -38.92735 7.47270 -0.076 -2.443 0.463 0.728
C 3.69786 -41.41473 13.57149 -0.706 -4.749 -4.421 -0.488
C 3.82033 -44.44166 9.59634 3.143 -11.570 -4.117 0.855
C -0.58155 -44.17727 10.73523 -0.639 -2.143 0.082 -0.379
C 0.47326 -41.09584 7.28166 -1.754 -1.968 0.799 -0.756
C 3.78811 -40.90798 12.04757 -1.776 3.112 4.628 -0.806
C 0.17530 -46.89504 6.97498 -1.452 -3.270 10.773 -0.988
C 0.53356 -38.17255 4.37064 -2.132 -0.254 2.826 0.389
C 0.98552 -40.76617 8.75342 0.306 7.433 -4.340 0.393
C 3.59678 -44.62967 8.11705 -0.109 -0.716 1.107 -0.475
C 5.06875 -40.42634 7.03632 2.452 -2.079 -1.377 -0.684
C 0.68913 -43.52752 11.42432 -1.680 -1.654 0.090 0.587
C -0.38168 -36.91782 4.51638 -0.362 -1.926 -2.686 -0.488
H 2.85569 -42.31432 13.58269 2.383 2.383 0.399 0.149
H -0.36792 -45.25045 10.21496 0.491 2.605 0.704 0.169
H 0.78757 -41.44399 9.41449 -1.356 -4.524 3.465 0.160
H 0.25889 -42.76311 12.16240 1.206 -0.166 -1.638 0.245
H 4.30607 -40.98119 7.50405 -1.029 -0.120 1.583 -0.098
H 3.12548 -45.05026 10.15806 -0.386 -0.723 -0.126 0.278
H -0.94510 -39.98435 9.23317 2.549 2.543 0.036 0.271
H 3.37074 -39.22946 8.16480 1.064 1.659 -1.099 0.529
H 5.59227 -38.78909 8.48857 1.389 -0.593 -0.351 0.149
H 0.25144 -44.37963 7.65773 3.560 0.698 1.826 0.381
H 3.52680 -40.59973 14.10412 -2.430 3.578 2.502 0.567
H 0.42114 -38.40306 8.73684 -0.902 -2.777 1.010 0.197
H -0.62939 -41.57434 7.45496 2.664 0.886 -0.403 0.242
H 5.91168 -37.07059 6.83523 0.281 0.860 0.593 0.411
H 2.42235 -43.13690 8.00065 -0.272 -0.511 -0.330 -0.027
H 1.07008 -41.88073 6.68353 -0.729 1.184 1.162 0.208
H 2.41518 -37.41435 4.30214 -1.114 -0.465 0.430 0.329
H -0.14127 -36.34542 3.61282 -1.424 -0.428 -1.179 0.319
H -0.87570 -48.00630 6.36172 -1.934 -1.991 -1.165 0.387
H 1.48852 -43.26541 10.60698 -1.632 -0.070 1.978 -0.574
H 2.24249 -39.92475 12.35587 -0.888 0.445 -0.175 0.226
H -1.40929 -44.58617 11.39402 1.390 0.831 0.674 0.362
H 4.45070 -40.01033 11.98908 -0.198 -0.608 -0.006 0.427
H 2.55039 -40.57684 9.82232 0.083 0.513 -0.579 0.098
H -2.39762 -37.27861 4.27261 -0.046 0.192 -1.028 0.294
H 4.69665 -40.60337 6.00711 0.464 1.044 -0.027 0.294
H 3.72215 -43.64041 9.93092 -2.026 13.375 4.384 -0.805
H -0.08448 -36.12467 5.10567 1.142 0.808 2.754 0.368
H 0.77697 -38.48216 5.34258 -0.213 -0.582 2.120 -0.343
H 5.95113 -41.23039 7.07772 -1.122 2.295 0.159 0.272
H 0.33110 -39.26407 10.41406 0.188 -0.344 -1.157 0.290
H 3.77576 -45.69654 8.03695 -1.396 -0.648 -0.574 0.367
H 0.42160 -46.70493 6.13856 3.022 2.618 -11.467 0.690
H -1.28597 -46.07201 8.29672 -1.157 -0.968 5.674 0.562
H -1.39194 -43.97833 9.22811 -1.121 -1.513 -3.885 0.308
H 1.10407 -46.89801 7.50369 0.424 0.659 1.136 0.300
H 0.25463 -40.24947 6.60659 0.592 -0.063 0.688 0.172
H 4.04957 -41.59081 11.40187 1.928 -3.855 -3.161 0.411
H 0.04452 -39.14161 4.00932 0.382 1.781 -0.596 0.310
H 5.15646 -37.88121 5.57062 0.872 -0.882 0.714 0.152
H 5.39992 -40.95798 13.74665 1.230 -0.280 0.487 0.327
H -1.88881 -45.93399 6.86561 1.704 -0.998 -0.319 0.406
H 5.19169 -44.68155 10.81858 0.561 0.679 7.744 0.294
H 0.55575 -44.82547 12.88157 -0.991 -0.310 0.925 0.326
H 6.88236 -38.33686 6.13201 -0.873 -0.177 0.154 0.328
H 4.28904 -44.31306 7.38368 1.256 1.351 -0.166 0.397
```
Positions in Å, forces in eV/Å.

Summary:
orbital gap	9.63	eV
E_HOMO	-9.385	eV
calculated total energy	-1539.58635	Eh
SMILES	CC(C)O.CC(C)O.OCCO.OCCO.OCCO.OCCO.OCCO
net charge	0
energy above the lowest of the compared OMol25 structures with the same formula, charge and spin	245.4	kcal/mol